w | ORCA calculation (the ωB97M-V functional and the def2-TZVPD basis) on a cluster of 2 separate species, C14H16 in total.

The geometry in ORCA input format:
```
! RIJCOSX wB97M-V def2-TZVPD def2/J DEFGRID3
* xyz 0 1
C 0.44762 -1.52677 2.17774
C -2.50179 0.64928 3.10686
C -1.69956 -0.30181 2.47571
C -1.98427 1.49936 4.06131
C -0.33761 -0.34725 2.71230
C -0.59545 1.51125 4.26800
C 0.19354 0.54715 3.62649
H -3.52741 0.67964 2.75114
H -2.11252 -0.93631 1.69671
H -2.60285 2.34057 4.35931
H -0.23566 1.85526 5.23556
H 1.42084 -1.21713 1.77711
H -0.06539 -2.04886 1.37420
H 1.26449 0.67111 3.76572
H 0.59858 -2.28639 2.94132
C -0.68955 -1.34364 -4.13760
C 0.79268 1.55678 -2.19539
C -0.03162 0.76053 -2.97181
C 2.12213 1.13040 -2.05078
C 0.36540 -0.46167 -3.54177
C 2.58775 -0.00161 -2.68987
C 1.69574 -0.82626 -3.38251
H 0.32250 2.34853 -1.63551
H -1.08047 1.01609 -3.05926
H 2.85154 1.68556 -1.47340
H 3.61874 -0.31973 -2.61129
H -1.26012 -1.07629 -5.02484
H -1.46935 -1.56229 -3.39053
H 2.17171 -1.65260 -3.90266
H -0.25962 -2.34290 -4.26227
*
```

Kohn-Sham gap   9.8275 eV
Lowest unoccupied orbital energy   0.802 eV
E_HOMO   -0.3317 Eh
Structure (SMILES)   Cc1ccccc1.Cc1ccccc1

Atom charges from the Löwdin analysis, given in e for atoms 1 to 4:
1 C -0.0524
2 C -0.0982
3 C -0.0608
4 C -0.1035

=====

x | ORCA calculation (the ωB97M-V functional and the def2-TZVPD basis) on a cluster of 2 separate species, C14H16 in total.

The geometry in ORCA input format:
```
! RIJCOSX wB97M-V def2-TZVPD def2/J DEFGRID3
* xyz 0 1
C 3.54184 2.32395 -1.13785
C 1.41313 0.38895 1.32279
C 1.99569 -0.88531 1.30860
C 1.91684 1.40402 0.53422
C 3.02146 1.19148 -0.25913
C 3.12139 -1.11507 0.50378
C 3.62908 -0.06591 -0.28259
H 0.55513 0.57109 1.90686
H 1.61654 -1.68943 1.93974
H 1.43937 2.36063 0.51050
H 3.57802 -2.11290 0.48528
H 3.55315 3.21566 -0.49690
H 2.85353 2.48906 -1.89227
H 4.47823 -0.30691 -0.89507
H 4.53642 2.10149 -1.66766
C -2.59949 -2.78390 -0.79967
C -1.80991 0.91513 -0.26875
C -2.87239 1.34114 0.52380
C -1.76357 -0.42131 -0.72162
C -2.73403 -1.33585 -0.38264
C -3.83993 0.42210 0.88155
C -3.78815 -0.89998 0.42915
H -1.05276 1.60814 -0.54820
H -2.89440 2.29362 0.91668
H -0.86429 -0.75878 -1.36184
H -4.67304 0.76499 1.51889
H -1.91500 -2.82361 -1.70124
H -3.61236 -3.13268 -1.13226
H -4.57582 -1.62572 0.72552
H -2.25468 -3.43411 0.04030
*
```

Kohn-Sham gap   9.9097 eV
Lowest unoccupied orbital energy   0.936 eV
E_HOMO   -0.3298 Eh
Structure (SMILES)   Cc1ccccc1.Cc1ccccc1

Atom charges from the Löwdin analysis, given in e for atoms 1 to 4:
1 C -0.0482
2 C -0.0903
3 C -0.0885
4 C -0.0755

=====

Computed energies relative to the best structure, in eV: w 0.461; x 0.000

=====

w | ORCA calculation (the ωB97M-V functional and the def2-TZVPD basis) on a cluster of 2 separate species, C14H16 in total.

The geometry in ORCA input format:
```
! RIJCOSX wB97M-V def2-TZVPD def2/J DEFGRID3
* xyz 0 1
C 3.75765 3.51020 -1.12533
C 2.02721 1.72675 -0.74154
C 3.11060 2.45844 -0.24958
C 1.38589 0.77782 0.03299
C 3.45615 2.29378 1.07612
C 1.79797 0.57253 1.34816
C 2.85034 1.29978 1.84844
H 1.61543 1.96160 -1.71839
H 0.70039 0.08044 -0.42427
H 3.13063 3.71856 -1.98918
H 4.66720 3.05920 -1.53286
H 4.29773 2.82340 1.51495
H 1.22637 -0.14431 1.92459
H 3.21825 1.10616 2.83003
H 3.97710 4.42419 -0.58684
C -3.08644 -4.18251 -0.11141
C -1.62847 -0.77456 -0.94536
C -1.82009 -2.14486 -0.90435
C -2.43619 0.08351 -0.20728
C -2.90753 -2.67444 -0.20212
C -3.40542 -0.45948 0.61270
C -3.61802 -1.82970 0.64389
H -0.83321 -0.39358 -1.56838
H -1.23313 -2.82937 -1.50593
H -2.27872 1.14608 -0.33013
H -4.03408 0.21300 1.18267
H -2.22971 -4.75154 -0.44166
H -4.01798 -4.38199 -0.65430
H -4.37458 -2.25414 1.29724
H -3.31534 -4.43496 0.92715
*
```

Kohn-Sham gap   9.9274 eV
Lowest unoccupied orbital energy   0.954 eV
E_HOMO   -0.3298 Eh
Structure (SMILES)   Cc1ccccc1.Cc1ccccc1

Atom charges from the Löwdin analysis, given in e for atoms 1 to 4:
1 C -0.0501
2 C -0.0551
3 C -0.2837
4 C -0.0835

=====

x | ORCA calculation (the ωB97M-V functional and the def2-TZVPD basis) on a cluster of 2 separate species, C14H16 in total.

The geometry in ORCA input format:
```
! RIJCOSX wB97M-V def2-TZVPD def2/J DEFGRID3
* xyz 0 1
C -0.03999 -3.17588 -0.36046
C -2.18620 -0.24782 1.96248
C -2.34802 -0.31890 0.58940
C -1.40533 -1.21860 2.58440
C -1.58596 -1.16947 -0.19519
C -0.85987 -2.23578 1.80960
C -0.86112 -2.18688 0.41612
H -2.67030 0.55371 2.49737
H -3.01993 0.38240 0.11836
H -1.12484 -1.22028 3.62764
H -1.57747 -1.06968 -1.27763
H -0.44744 -3.06574 2.36630
H -0.09413 -2.95514 -1.42863
H -0.44172 -4.18467 -0.23749
H 1.01803 -3.21386 -0.10233
C 1.94783 0.00504 0.79326
C 0.70550 2.70441 -2.32270
C 1.92620 2.05683 -2.41085
C -0.04396 2.55418 -1.15997
C 2.34254 1.16326 -1.41727
C 0.44568 1.79020 -0.12145
C 1.55923 0.97995 -0.28450
H 0.25240 3.22004 -3.16123
H 2.70799 2.36871 -3.09071
H -1.00433 3.05274 -1.08961
H 3.27404 0.66865 -1.64587
H -0.03170 1.77636 0.85136
H 3.02208 -0.02052 1.01363
H 1.72485 -1.02400 0.52859
H 1.47145 0.31751 1.71620
*
```

Kohn-Sham gap   9.7988 eV
Lowest unoccupied orbital energy   0.955 eV
E_HOMO   -0.3250 Eh
Structure (SMILES)   Cc1ccccc1.Cc1ccccc1

Atom charges from the Löwdin analysis, given in e for atoms 1 to 4:
1 C -0.0571
2 C -0.0992
3 C -0.1044
4 C -0.0874

=====

Computed energies relative to the best structure, in eV: w 0.000; x 0.083

=====

w | ORCA calculation (the ωB97M-V functional and the def2-TZVPD basis) on a cluster of 2 separate species, C14H16 in total.

The geometry in ORCA input format:
```
! RIJCOSX wB97M-V def2-TZVPD def2/J DEFGRID3
* xyz 0 1
C -3.13780 -0.54624 2.17704
C 0.40856 -1.81669 2.21337
C 0.42339 -2.81081 1.22698
C -0.72984 -1.09860 2.48666
C -1.93044 -1.38194 1.78571
C -0.76052 -3.07095 0.52595
C -1.94905 -2.36493 0.81546
H 1.33113 -1.61634 2.71991
H 1.30949 -3.32829 1.00423
H -0.69263 -0.32031 3.27759
H -0.80154 -3.83593 -0.23798
H -2.87850 0.56570 2.23085
H -3.37504 -0.81097 3.24584
H -2.80306 -2.60385 0.27256
H -4.02908 -0.67481 1.60656
C 1.45848 2.01267 -3.87262
C 0.36502 0.70516 -0.47790
C 1.16765 1.46052 0.37734
C 0.45501 0.86683 -1.85988
C 1.34771 1.81675 -2.39576
C 2.05869 2.38307 -0.14185
C 2.15323 2.56913 -1.52322
H -0.36215 0.02619 -0.09004
H 1.06083 1.25432 1.42646
H -0.13630 0.30283 -2.53492
H 2.68979 2.96231 0.48880
H 1.13015 1.11531 -4.41481
H 2.56013 2.14928 -4.16422
H 2.83725 3.26303 -1.90649
H 0.82945 2.82756 -4.26163
*
```

Kohn-Sham gap   9.7523 eV
Lowest unoccupied orbital energy   0.938 eV
E_HOMO   -0.3239 Eh
Structure (SMILES)   Cc1ccccc1.Cc1ccccc1

Atom charges from the Löwdin analysis, given in e for atoms 1 to 4:
1 C -0.0597
2 C -0.1042
3 C -0.0809
4 C -0.0785

=====

x | ORCA calculation (the ωB97M-V functional and the def2-TZVPD basis) on a cluster of 2 separate species, C14H16 in total.

The geometry in ORCA input format:
```
! RIJCOSX wB97M-V def2-TZVPD def2/J DEFGRID3
* xyz 0 1
C 1.50489 2.27592 0.17811
C 0.08018 -0.21128 2.76224
C 0.22507 0.53008 1.59606
C 0.95438 -0.13652 3.82680
C 1.24113 1.51676 1.44686
C 1.99966 0.75650 3.65138
C 2.11889 1.58122 2.54535
H -0.53595 -1.08913 2.57062
H -0.29916 0.31457 0.67077
H 0.96677 -0.90385 4.58255
H 2.80627 0.79618 4.38032
H 2.41754 2.85032 0.07236
H 0.61592 2.85234 -0.06985
H 2.97557 2.23670 2.51600
H 1.77401 1.54553 -0.60232
C -0.76629 -2.80510 -0.79903
C -0.50624 0.59856 -2.32522
C -0.14552 -0.63900 -1.87163
C -1.72110 0.75376 -3.00946
C -1.16699 -1.56074 -1.58523
C -2.53253 -0.34342 -3.14138
C -2.37568 -1.44210 -2.25993
H 0.22671 1.39624 -2.30177
H 0.91483 -0.82979 -1.74354
H -1.94142 1.69788 -3.49321
H -3.47369 -0.26758 -3.67127
H -0.49305 -3.65863 -1.40774
H -1.69443 -3.02438 -0.25276
H -3.26834 -2.03826 -2.12695
H 0.09856 -2.75277 -0.13813
*
```

Kohn-Sham gap   9.8540 eV
Lowest unoccupied orbital energy   0.886 eV
E_HOMO   -0.3296 Eh
Structure (SMILES)   Cc1ccccc1.Cc1ccccc1

Atom charges from the Löwdin analysis, given in e for atoms 1 to 4:
1 C -0.0581
2 C -0.1036
3 C -0.0447
4 C -0.0930

=====

Computed energies relative to the best structure, in eV: w 0.000; x 1.132

=====

w | ORCA calculation (the ωB97M-V functional and the def2-TZVPD basis) on a cluster of 2 separate species, C14H16 in total.

The geometry in ORCA input format:
```
! RIJCOSX wB97M-V def2-TZVPD def2/J DEFGRID3
* xyz 0 1
C 0.06999 0.85981 3.12896
C -1.44046 -1.58809 0.60741
C -0.90151 -0.42767 1.16412
C -1.62852 -2.70158 1.40083
C -0.54708 -0.34971 2.49456
C -1.23869 -2.63670 2.74102
C -0.62492 -1.51547 3.26531
H -1.77324 -1.57237 -0.42216
H -0.76431 0.47366 0.57728
H -2.17709 -3.55143 1.07314
H -1.55836 -3.44122 3.39075
H 0.26011 1.69805 2.44597
H 1.08458 0.74190 3.46487
H -0.46460 -1.58568 4.33489
H -0.60292 1.21864 3.90705
C 0.46267 -1.21577 -2.47468
C 2.19137 2.12580 -1.74585
C 1.94857 0.76080 -1.78672
C 1.18755 2.99845 -2.15144
C 0.75513 0.24893 -2.28572
C -0.10489 2.51981 -2.31639
C -0.24212 1.16772 -2.64469
H 3.17265 2.50967 -1.50882
H 2.73101 0.03430 -1.58750
H 1.42855 4.05068 -2.23089
H -1.01288 3.08305 -2.13539
H 0.78065 -1.52971 -3.45836
H -0.62086 -1.36716 -2.46690
H -1.10566 0.80104 -3.17815
H 0.73525 -1.80974 -1.60249
*
```

Kohn-Sham gap   9.7983 eV
Lowest unoccupied orbital energy   0.926 eV
E_HOMO   -0.3261 Eh
Structure (SMILES)   Cc1ccccc1.Cc1ccccc1

Atom charges from the Löwdin analysis, given in e for atoms 1 to 4:
1 C -0.0575
2 C -0.0887
3 C -0.0492
4 C -0.0920

=====

x | ORCA calculation (the ωB97M-V functional and the def2-TZVPD basis) on a cluster of 2 separate species, C14H16 in total.

The geometry in ORCA input format:
```
! RIJCOSX wB97M-V def2-TZVPD def2/J DEFGRID3
* xyz 0 1
C -2.48048 1.11136 1.29568
C -0.68358 -2.24729 1.66075
C -1.04382 -2.94688 0.56488
C -1.18700 -1.02230 2.00100
C -1.92484 -0.25875 1.10795
C -1.92903 -2.23784 -0.31738
C -2.30809 -0.89877 -0.06017
H 0.03017 -2.82147 2.34325
H -0.69082 -3.91886 0.45351
H -1.02991 -0.52306 2.97265
H -2.34028 -2.86996 -1.04436
H -3.61380 1.19815 1.76610
H -2.56125 1.76615 0.45715
H -2.97278 -0.29375 -0.68892
H -1.85856 1.75931 1.91321
C 1.15563 -0.72447 -2.22057
C 0.96705 2.07883 0.11549
C 0.62906 1.05767 -0.73500
C 2.25812 2.55473 0.28865
C 1.65654 0.40063 -1.37759
C 3.29928 1.94512 -0.53537
C 2.96953 0.75289 -1.19254
H 0.19062 2.68520 0.68251
H -0.40601 0.82128 -0.70065
H 2.60230 3.47043 0.64649
H 4.30576 2.37265 -0.54572
H 0.12388 -0.80231 -2.59817
H 1.15124 -1.64249 -1.52796
H 3.67596 0.18307 -1.73216
H 2.01512 -0.94926 -2.99273
*
```

Kohn-Sham gap   9.6142 eV
Lowest unoccupied orbital energy   0.912 eV
E_HOMO   -0.3198 Eh
Structure (SMILES)   Cc1ccccc1.Cc1ccccc1

Atom charges from the Löwdin analysis, given in e for atoms 1 to 4:
1 C -0.0827
2 C -0.1267
3 C -0.0870
4 C -0.0542

=====

Computed energies relative to the best structure, in eV: w 0.000; x 1.104